[1]
# C3H11N3O

A cluster of 2 separate species, C3H11N3O in total in a non-equilibrium geometry (ωB97M-V/def2-TZVPD, the OMol25 dataset).

Calculated values
spin multiplicity = 1
net charge = 0
E_LUMO = 0.984 eV
electronic energy = -360.34998 hartree
energy above the lowest of the compared OMol25 structures with the same formula, charge and spin = 54.9 kcal per mole

The geometry in XYZ format:
```
18
C3H11N3O (ωB97M-V/def2-TZVPD)
C 1.2536 -0.1994 1.8873
C 0.6708 -0.4681 0.4830
N -0.2179 -1.5853 0.5634
C -1.0570 -1.5013 -0.6354
N -0.3836 -2.1603 -1.6852
N -2.2411 -1.0626 -0.8080
H 2.1185 -0.8761 1.9930
H 1.6235 0.8235 1.9615
H 0.5518 -0.3215 2.6809
H 1.5108 -0.6404 -0.2528
H 0.1679 0.5111 0.1055
H -0.9236 -1.4089 1.4134
H 0.2564 -2.8188 -1.3163
H -0.7881 -2.5881 -2.3869
H -2.8535 -1.1471 -1.5343
H 0.8102 5.3303 -0.4804
H -0.4505 5.0749 -1.4126
O -0.0484 5.0381 -0.5760
```

Results of the natural (NBO) charge analysis, in e, for atoms 1 through 5: number 1, C, carries -0.613; number 2, C, carries -0.222; number 3, N, carries -0.647; number 4, C, carries 0.604; number 5, N, carries -0.836

[2]
# C3H11N3O

A structure of composition C3H11N3O in a non-equilibrium geometry (ωB97M-V/def2-TZVPD, the OMol25 dataset).

Calculated values
spin multiplicity = 1
net charge = 0
E_LUMO = 0.928 eV
electronic energy = -360.30139 hartree
energy above the lowest of the compared OMol25 structures with the same formula, charge and spin = 85.3 kcal per mole

The geometry in XYZ format:
```
18
C3H11N3O (ωB97M-V/def2-TZVPD)
C -0.2819 -0.1508 -1.0398
C -0.4405 -0.7894 0.7724
C -0.1647 1.1748 -0.4675
N 0.7907 -0.8077 -1.6416
N -1.3635 -0.3357 1.7743
N 0.8797 -0.8873 1.3359
O 0.7126 2.0409 -1.6502
H 1.6362 1.7587 -1.5467
H -1.2364 -0.3404 -1.5268
H -0.7572 -1.7913 0.4717
H 0.7856 -0.8323 -2.6540
H 1.6137 -0.8864 -1.0514
H -1.1640 0.6121 2.0787
H -2.3137 -0.3438 1.4134
H 1.1069 -0.0391 1.8455
H 0.8924 -1.6406 2.0221
H -1.0742 1.7601 -0.5487
H 0.3784 1.4982 0.4127
```

Results of the natural (NBO) charge analysis, in e, for atoms 1 through 5: number 1, C, carries -0.043; number 2, C, carries 0.099; number 3, C, carries -0.106; number 4, N, carries -0.881; number 5, N, carries -0.837

[3]
# C3H11N3O2

A cluster of 2 separate species, C3H11N3O2 in total in a non-equilibrium geometry (ωB97M-V/def2-TZVPD, the OMol25 dataset).

Calculated values
spin multiplicity = 1
net charge = 0
E_LUMO = 0.213 eV
electronic energy = -435.59981 hartree
energy above the lowest of the compared OMol25 structures with the same formula, charge and spin = 56.8 kcal per mole

The geometry in XYZ format:
```
19
C3H11N3O2 (ωB97M-V/def2-TZVPD)
O -0.0618 2.9128 1.3118
C 0.3466 1.7657 1.1040
N 0.7486 1.0880 2.2667
C 0.3100 1.0189 -0.1914
N -0.8169 0.1162 -0.4002
C -0.9138 -0.3659 -1.7741
N 0.4326 -0.9946 -2.2654
H 0.5517 1.7080 3.0773
H 0.4403 0.1115 2.2696
H 0.3988 1.6741 -1.0819
H 1.3895 0.5692 -0.2481
H -0.9538 -0.4817 0.4095
H -1.5486 -1.2349 -1.7612
H -1.1571 0.4629 -2.5175
H 0.3191 -1.4982 -3.0619
H 1.1553 -1.2990 -1.7611
H -0.8844 -2.0873 1.8755
H 0.3688 -1.9354 1.0501
O -0.1250 -1.5304 1.6982
```

Results of the natural (NBO) charge analysis, in e, for atoms 1 through 5: number 1, O, carries -0.603; number 2, C, carries 0.658; number 3, N, carries -0.861; number 4, C, carries -0.324; number 5, N, carries -0.647

[4]
# C3H11N3O2

A cluster of 2 separate species, C3H11N3O2 in total in a non-equilibrium geometry (ωB97M-V/def2-TZVPD, the OMol25 dataset).

Calculated values
spin multiplicity = 1
net charge = 0
E_LUMO = 0.598 eV
electronic energy = -435.62415 hartree
energy above the lowest of the compared OMol25 structures with the same formula, charge and spin = 41.5 kcal per mole

The geometry in XYZ format:
```
19
C3H11N3O2 (ωB97M-V/def2-TZVPD)
C 0.3475 -0.7002 -0.7934
N -0.9076 -0.6815 0.1099
C -0.9978 -1.1938 1.3861
N -0.0781 -2.0941 1.8515
O -1.9555 -0.8101 2.0488
C 1.4367 0.2899 -0.3838
N 1.0038 1.7310 -0.4452
H -0.0825 -0.5739 -1.8942
H 0.7395 -1.7396 -0.8328
H -1.5090 0.0696 -0.2590
H -0.2539 -2.5033 2.8038
H 0.4097 -2.7175 1.1822
H 1.8722 0.1731 0.6999
H 2.3060 0.1226 -1.0303
H 0.3957 2.0874 0.3238
H 1.7435 2.4366 -0.3820
H -1.0232 2.3882 -1.0404
H -1.5452 1.5247 -2.1054
O -1.9016 2.1907 -1.2394
```

Results of the natural (NBO) charge analysis, in e, for atoms 1 through 5: number 1, C, carries -0.237; number 2, N, carries -0.667; number 3, C, carries 0.766; number 4, N, carries -0.862; number 5, O, carries -0.653

[5]
# C3H11N4

A cluster of 2 separate species, C3H11N4 in total in a non-equilibrium geometry (ωB97M-V/def2-TZVPD, the OMol25 dataset).

Calculated values
spin multiplicity = 1
net charge = +1
E_LUMO (spin up / spin down) = -3.948 / -3.947 eV
electronic energy = -339.51015 hartree
energy above the lowest of the compared OMol25 structures with the same formula, charge and spin = 131.5 kcal per mole

The geometry in XYZ format:
```
18
C3H11N4 (ωB97M-V/def2-TZVPD)
C 0.2633 -0.4582 0.0448
C -2.6523 -0.1144 0.1169
C 1.3364 1.6821 -0.0069
N -0.1629 -1.6907 -0.0063
N -1.4818 0.6224 -0.0601
N 1.3366 0.2137 0.0384
N 2.5538 -0.5699 -0.0563
H -2.7520 -0.6374 0.9722
H -3.3623 0.5837 0.3241
H -2.8841 -0.8326 -0.8197
H 1.8796 2.1426 -0.9842
H 0.2296 1.8119 0.1285
H 1.9257 1.9793 0.9274
H -1.0337 -1.9752 -0.4373
H -1.4794 0.9302 -1.0448
H 2.6727 -1.1693 0.8066
H 0.2738 -2.5530 0.2957
H 3.3369 0.0350 -0.2390
```

Results of the natural (NBO) charge analysis, in e, for atoms 1 through 5: number 1, C, carries 0.686; number 2, C, carries -0.454; number 3, C, carries -0.443; number 4, N, carries -0.786; number 5, N, carries -0.563

[6]
# C3H11N4

A cluster of 2 separate species, C3H11N4 in total in a non-equilibrium geometry (ωB97M-V/def2-TZVPD, the OMol25 dataset).

Calculated values
spin multiplicity = 1
net charge = +1
E_LUMO = -5.080 eV
electronic energy = -339.52736 hartree
energy above the lowest of the compared OMol25 structures with the same formula, charge and spin = 120.7 kcal per mole

The geometry in XYZ format:
```
18
C3H11N4 (ωB97M-V/def2-TZVPD)
C -0.9161 0.5572 0.9060
C -2.0890 2.4810 0.3003
C 2.7895 -0.5175 -0.6871
N -1.6804 1.1293 0.0842
N -0.3340 -2.5468 -0.6179
N -0.4601 -0.7678 0.7510
N -0.5706 -1.3516 -0.3386
H -0.5835 1.0889 1.8868
H -3.2691 2.6181 0.0515
H -1.5007 3.0809 -0.5816
H -1.7910 3.0277 1.3302
H 2.7995 -1.2838 -0.0619
H 3.6756 0.1064 -0.7888
H 2.1510 0.2381 -0.5239
H -0.1401 -3.3146 0.0785
H -0.5602 -2.6776 -1.5979
H -0.0833 -1.2044 1.5562
H 2.5625 -0.6634 -1.7470
```

Results of the natural (NBO) charge analysis, in e, for atoms 1 through 5: number 1, C, carries 0.192; number 2, C, carries -0.476; number 3, C, carries -0.873; number 4, N, carries -0.334; number 5, N, carries -0.447

[7]
# C3H11N4

A structure of composition C3H11N4 in a non-equilibrium geometry (ωB97M-V/def2-TZVPD, the OMol25 dataset).

Calculated values
spin multiplicity = 1
net charge = +1
E_LUMO = -3.193 eV
electronic energy = -339.65950 hartree
energy above the lowest of the compared OMol25 structures with the same formula, charge and spin = 37.8 kcal per mole

The geometry in XYZ format:
```
18
C3H11N4 (ωB97M-V/def2-TZVPD)
C 1.1345 -0.0969 0.0711
C 2.4291 -0.8493 0.0854
C -1.2917 0.0905 -0.3681
N 1.1583 1.2508 0.1331
N -1.4121 1.1869 0.5993
N -2.2973 -0.9967 -0.3793
N -0.0841 -0.6249 0.0787
H 3.2911 -0.1300 -0.0303
H 2.6269 -1.4315 0.9258
H 2.5929 -1.4944 -0.7722
H -1.0582 0.5401 -1.6483
H 2.0266 1.8134 0.2012
H 0.1249 1.3807 0.4462
H -1.7674 1.0067 1.5369
H -1.7551 2.1628 0.2162
H -2.3893 -1.4082 -1.3224
H -3.1690 -0.7600 0.0015
H -0.1602 -1.6402 0.2252
```

Results of the natural (NBO) charge analysis, in e, for atoms 1 through 5: number 1, C, carries 0.574; number 2, C, carries -0.698; number 3, C, carries 0.280; number 4, N, carries -0.771; number 5, N, carries -0.886

[8]
# C3H11N4

A structure of composition C3H11N4 in a non-equilibrium geometry (ωB97M-V/def2-TZVPD, the OMol25 dataset).

Calculated values
spin multiplicity = 1
net charge = +1
E_LUMO = -2.926 eV
electronic energy = -339.65903 hartree
energy above the lowest of the compared OMol25 structures with the same formula, charge and spin = 38.1 kcal per mole

The geometry in XYZ format:
```
18
C3H11N4 (ωB97M-V/def2-TZVPD)
C -1.1744 0.1646 -0.2448
C -2.2928 -0.7983 -0.2580
C 1.3373 0.0815 -0.0520
N -1.1691 1.2816 -0.6984
N 1.3945 1.3184 -0.3791
N 2.4584 -0.6977 -0.0564
N 0.1105 -0.4603 0.0329
H -2.5327 -1.0683 0.8149
H -3.1749 -0.3280 -0.7472
H -2.2276 -1.7914 -0.7478
H 0.5299 -0.0149 2.0018
H -2.0289 1.6786 -0.9435
H 0.3456 0.6780 2.3342
H 2.1477 1.7843 -0.6942
H 0.3868 1.7018 -0.3374
H 2.4179 -1.7043 0.1006
H 3.4054 -0.3532 -0.3268
H 0.0664 -1.4722 0.2013
```

Results of the natural (NBO) charge analysis, in e, for atoms 1 through 5: number 1, C, carries 0.500; number 2, C, carries -0.723; number 3, C, carries 0.693; number 4, N, carries -0.658; number 5, N, carries -0.737